(1)
{
  "formula": "C26H42ClN2O3Ta",
  "method": "wB97M-V/def2-TZVPD",
  "relative_energy_ev": 0.000,
  "homo_lumo_gap_ev": 6.88,
  "total_charge": 2,
  "homo_ev": -14.39,
  "species": ["Ta", "C", "C", "C", "C", "C", "C", "C", "C", "C", "C", "C", "C", "C", "C", "C", "C", "C", "H", "H", "H", "H", "H", "H", "H", "H", "H", "H", "H", "H", "H", "H", "H", "H", "H", "H", "H", "H", "H", "H", "H", "H", "H", "H", "H", "H", "H", "N", "C", "C", "N", "H", "H", "H", "H", "H", "H", "H", "H", "O", "C", "C", "C", "C", "C", "C", "C", "O", "O", "H", "H", "H", "H", "H", "Cl"],
  "xyz": [[-0.47, -0.44, 0.29], [-2.23, 0.29, 1.34], [-2.29, 0.92, 0.03], [-1.78, 2.30, 0.27], [-1.54, 2.45, 1.64], [-1.80, 1.27, 2.32], [-1.74, 1.03, 3.79], [-0.63, 1.85, 4.46], [-3.11, 1.53, 4.32], [-1.57, -0.45, 4.12], [-1.45, 3.46, -0.65], [-1.52, 3.18, -2.16], [-2.44, 4.61, -0.33], [-0.04, 4.00, -0.31], [-3.52, 0.58, -0.90], [-3.16, 0.24, -2.35], [-4.28, -0.64, -0.34], [-4.51, 1.75, -0.86], [-2.92, -0.49, 1.63], [-1.16, 3.35, 2.10], [-0.75, 2.92, 4.30], [0.36, 1.54, 4.11], [-0.66, 1.68, 5.54], [-3.24, 2.60, 4.15], [-3.16, 1.34, 5.39], [-3.94, 1.00, 3.85], [-0.65, -0.86, 3.70], [-2.41, -1.05, 3.76], [-1.52, -0.59, 5.20], [-2.51, 2.91, -2.49], [-0.84, 2.39, -2.49], [-1.24, 4.09, -2.69], [-3.46, 4.37, -0.63], [-2.13, 5.50, -0.87], [-2.44, 4.84, 0.73], [0.72, 3.21, -0.25], [-0.03, 4.52, 0.64], [0.27, 4.71, -1.07], [-2.86, -0.81, -2.43], [-2.38, 0.87, -2.76], [-4.04, 0.34, -2.99], [-3.67, -1.53, -0.24], [-5.08, -0.88, -1.05], [-4.76, -0.42, 0.61], [-4.21, 2.58, -1.49], [-4.66, 2.11, 0.16], [-5.48, 1.41, -1.23], [0.94, 0.82, -1.02], [1.55, 0.07, -2.15], [0.38, -0.60, -2.84], [-0.31, -1.36, -1.77], [0.45, 1.64, -1.39], [1.66, 1.20, -0.41], [2.23, -0.66, -1.73], [2.11, 0.72, -2.82], [0.68, -1.24, -3.67], [-0.32, 0.14, -3.22], [0.23, -2.21, -1.57], [-1.21, -1.70, -2.10], [3.94, -2.01, 1.92], [3.95, -0.80, 2.47], [5.09, -0.45, 3.20], [5.16, 0.79, 3.79], [4.12, 1.73, 3.68], [3.00, 1.40, 2.98], [2.89, 0.13, 2.36], [1.72, -0.20, 1.64], [1.55, -1.25, 0.93], [0.66, 0.59, 1.58], [3.11, -2.17, 1.43], [5.89, -1.17, 3.29], [6.05, 1.04, 4.35], [4.22, 2.70, 4.15], [2.18, 2.10, 2.88], [-1.22, -2.55, 0.63]],
  "mulliken_charge": [2.363, -1.090, 2.272, -0.209, -0.921, -1.370, 1.855, -1.680, -1.764, -1.548, 1.614, -1.700, -1.632, -1.507, 1.437, -1.307, -1.954, -1.612, 1.074, 0.609, 0.381, 0.268, 0.485, 0.354, 0.500, 0.348, 0.120, 0.332, 0.495, 0.292, 0.205, 0.607, 0.303, 0.496, 0.339, 0.203, 0.409, 0.495, 0.317, -0.026, 0.506, 0.196, 0.569, 0.431, 0.196, 0.260, 0.595, -0.811, -0.806, -0.392, -0.828, -0.214, 0.520, 0.355, 0.505, 0.493, 0.195, 0.460, 0.195, -0.623, 0.485, -0.786, -0.364, -1.180, -0.206, 0.059, 0.970, -1.002, 0.511, 0.393, 0.507, 0.418, 0.469, 0.344, -0.273]
}

***

(2)
{
  "formula": "C33H43N5P2Sn",
  "method": "wB97M-V/def2-TZVPD",
  "homo_lumo_gap_ev": [3.19, 3.19],
  "total_charge": 2,
  "homo_ev": [-12.87, -12.87],
  "species": ["Sn", "C", "C", "C", "C", "C", "C", "C", "C", "C", "H", "H", "H", "H", "H", "H", "H", "H", "H", "H", "H", "H", "H", "H", "H", "P", "P", "N", "N", "N", "N", "C", "C", "C", "C", "C", "C", "C", "C", "C", "C", "C", "C", "C", "C", "C", "C", "C", "C", "H", "H", "H", "H", "H", "H", "H", "H", "H", "H", "H", "H", "H", "H", "H", "H", "H", "H", "H", "H", "C", "C", "C", "C", "C", "C", "N", "H", "H", "H", "H", "H", "H", "H", "H"],
  "xyz": [[0.34, 2.20, 0.59], [-1.75, 1.94, -4.57], [-1.92, 0.63, -4.33], [-1.07, -0.40, -4.99], [0.47, -0.05, -5.05], [1.00, 0.77, -3.91], [1.02, 2.11, -3.93], [0.56, 2.80, -5.23], [-0.90, 2.54, -5.65], [1.10, 1.36, 2.72], [-2.23, 2.77, -4.04], [-2.86, 0.25, -3.87], [-1.42, -0.60, -6.02], [-1.20, -1.34, -4.44], [1.04, -1.00, -5.10], [0.60, 0.55, -5.97], [1.46, 0.20, -3.10], [1.49, 2.75, -3.15], [1.18, 2.48, -6.08], [0.71, 3.88, -5.08], [-1.36, 3.52, -5.90], [-0.91, 1.82, -6.48], [0.38, 1.69, 3.49], [2.11, 1.80, 2.80], [1.02, 0.27, 2.87], [1.89, -0.20, 0.53], [-1.28, -0.73, 0.75], [3.09, 1.01, -0.07], [3.10, -1.45, 1.03], [-2.25, 0.48, -0.04], [-2.74, -1.77, 0.94], [1.06, -0.91, -0.94], [-0.32, -1.54, -0.63], [3.11, 2.36, 0.34], [4.09, 3.04, -0.37], [4.71, 2.10, -1.24], [4.07, 0.87, -1.05], [3.93, -1.28, 2.16], [4.48, -2.51, 2.47], [3.93, -3.48, 1.56], [3.07, -2.81, 0.71], [-2.33, 1.83, 0.50], [-2.66, 2.66, -0.59], [-2.83, 1.87, -1.73], [-2.52, 0.56, -1.39], [-3.89, -1.97, 0.17], [-4.78, -2.75, 0.90], [-4.17, -3.03, 2.17], [-2.92, -2.41, 2.18], [1.76, -1.66, -1.37], [0.96, -0.08, -1.66], [-0.90, -1.61, -1.57], [-0.15, -2.59, -0.28], [2.61, 2.74, 1.25], [4.34, 4.09, -0.22], [5.55, 2.33, -1.88], [4.25, -0.10, -1.50], [4.05, -0.30, 2.59], [5.18, -2.71, 3.26], [4.14, -4.52, 1.55], [2.45, -3.15, -0.11], [-2.71, 1.90, 1.52], [-2.71, 3.75, -0.61], [-3.18, 2.24, -2.69], [-2.46, -0.35, -1.99], [-3.99, -1.52, -0.80], [-5.75, -3.09, 0.59], [-4.58, -3.61, 2.98], [-2.16, -2.31, 2.94], [0.87, -2.42, 4.04], [-0.23, -1.66, 4.65], [-0.91, -1.95, 5.86], [-1.79, -0.89, 6.08], [-1.61, 0.02, 4.99], [-2.25, 1.33, 4.83], [-0.64, -0.46, 4.17], [1.83, -1.91, 4.26], [0.77, -2.49, 2.95], [0.94, -3.44, 4.44], [-0.70, -2.79, 6.48], [-2.41, -0.76, 6.92], [-3.34, 1.27, 4.84], [-1.96, 1.95, 5.69], [-1.94, 1.86, 3.90]],
  "mulliken_charge": [0.876, -0.276, -0.203, -1.404, -1.035, 0.001, -0.044, -1.128, -0.888, -0.840, 0.242, 1.232, 0.413, 0.358, 0.468, 0.198, 0.754, 0.411, 0.384, 0.367, 0.407, 0.297, 0.198, 0.398, 0.235, -0.270, 0.378, 0.937, 0.552, 0.413, 0.465, 0.047, -1.352, -0.183, -0.893, -0.761, -0.534, -0.647, -0.629, -0.699, -0.459, -1.044, -0.991, -0.614, -0.311, -0.226, -0.717, -0.697, -0.154, 1.271, -1.653, 0.598, 0.402, 0.328, 0.491, 0.479, 0.513, 0.447, 0.499, 0.501, 0.431, 0.429, 0.504, 0.956, 0.477, 0.426, 0.474, 0.456, 0.090, -0.729, 0.589, -1.022, -0.794, 0.788, -1.097, 0.164, 0.341, 0.029, 0.507, 0.605, 0.580, 0.443, 0.412, 0.032]
}

***

(3)
{
  "formula": "C24H26FN3O5S",
  "method": "wB97M-V/def2-TZVPD",
  "smiles": "O=S(=O)(NC[C@@H](c1ccco1)N1CCN(c2ccccc2F)CC1)c1ccc2c(c1)OCCO2",
  "relative_energy_ev": 2.911,
  "homo_lumo_gap_ev": 8.34,
  "homo_ev": -7.83,
  "species": ["O", "S", "O", "N", "H", "C", "H", "C", "C", "C", "C", "C", "O", "H", "H", "H", "N", "C", "C", "N", "C", "C", "C", "C", "C", "C", "H", "H", "H", "H", "F", "C", "C", "H", "H", "H", "H", "H", "H", "H", "H", "H", "H", "C", "C", "C", "C", "C", "C", "H", "H", "O", "C", "C", "H", "O", "H", "H", "H", "H"],
  "xyz": [[-4.25, -3.05, 0.20], [-2.96, -2.58, -0.22], [-2.27, -3.26, -1.27], [-1.98, -2.61, 1.13], [-2.31, -1.99, 1.85], [-0.56, -2.62, 0.94], [-0.09, -2.70, 1.93], [0.02, -1.41, 0.18], [-0.45, -0.09, 0.73], [-0.37, 1.16, 0.21], [-0.87, 2.05, 1.19], [-1.24, 1.26, 2.24], [-0.98, -0.03, 1.98], [-1.67, 1.49, 3.19], [-0.94, 3.11, 1.12], [0.00, 1.43, -0.76], [1.47, -1.53, 0.15], [2.11, -0.98, -1.04], [3.56, -1.47, -1.09], [4.28, -1.04, 0.09], [4.95, 0.17, 0.11], [5.84, 0.53, -0.91], [6.56, 1.70, -0.90], [6.46, 2.57, 0.17], [5.62, 2.23, 1.22], [4.88, 1.07, 1.19], [4.23, 0.86, 2.02], [5.53, 2.89, 2.07], [7.03, 3.48, 0.19], [7.22, 1.91, -1.74], [6.02, -0.29, -1.98], [3.61, -1.53, 1.27], [2.15, -1.05, 1.34], [1.67, -1.46, 2.22], [2.13, 0.05, 1.40], [4.16, -1.24, 2.17], [3.60, -2.62, 1.21], [4.04, -1.10, -1.99], [3.57, -2.56, -1.11], [1.58, -1.34, -1.92], [2.10, 0.12, -1.04], [-0.34, -1.49, -0.86], [-0.32, -3.51, 0.37], [-3.14, -0.84, -0.63], [-3.78, -0.02, 0.27], [-3.92, 1.33, 0.00], [-3.45, 1.83, -1.22], [-2.81, 0.99, -2.12], [-2.65, -0.35, -1.83], [-2.17, -1.03, -2.52], [-2.46, 1.41, -3.05], [-3.61, 3.14, -1.57], [-4.56, 3.82, -0.78], [-4.35, 3.51, 0.70], [-5.08, 4.02, 1.33], [-4.52, 2.12, 0.93], [-3.33, 3.81, 0.99], [-4.43, 4.89, -0.98], [-5.58, 3.51, -1.07], [-4.18, -0.43, 1.19]],
  "mulliken_charge": [-0.754, 1.393, -0.665, -0.239, 0.406, -1.739, 0.262, -0.321, 1.145, -0.684, -0.518, -1.161, -0.357, 0.540, 0.673, 0.615, 0.336, -0.221, -1.395, 0.115, 0.699, 0.578, -0.578, -0.419, -0.958, -0.314, 0.229, 0.389, 0.378, 0.430, -0.342, -1.675, 0.013, 0.471, 0.198, 0.580, 0.400, 0.529, 0.345, 0.495, 0.155, 0.547, 0.428, -0.048, -0.613, 0.377, 0.636, -1.160, -0.195, 0.631, 0.469, -0.467, -0.531, -0.291, 0.383, -0.467, 0.125, 0.361, 0.298, 0.485]
}

***

(4)
{
  "formula": "C16H29N3O3SZr",
  "method": "wB97M-V/def2-TZVPD",
  "homo_lumo_gap_ev": 1.65,
  "total_charge": 4,
  "homo_ev": -18.33,
  "species": ["C", "C", "C", "C", "C", "C", "C", "C", "C", "C", "C", "C", "C", "S", "C", "N", "N", "C", "O", "O", "C", "N", "O", "H", "H", "H", "H", "H", "H", "H", "H", "H", "H", "H", "H", "H", "H", "H", "H", "H", "H", "H", "H", "H", "H", "H", "H", "H", "H", "H", "H", "H", "Zr"],
  "xyz": [[0.49, -0.46, 5.02], [0.29, 1.12, 4.54], [-1.23, 1.40, 3.92], [-1.41, 0.50, 2.54], [-2.85, 0.72, 1.78], [-2.83, 1.83, 0.57], [-2.24, 1.26, -0.86], [-0.61, 1.53, -0.86], [0.02, 1.93, -2.32], [-0.28, 0.83, -3.52], [0.76, -0.44, -3.54], [0.58, -1.43, -2.21], [1.39, -2.82, -2.60], [3.04, -2.96, -1.65], [3.25, -4.80, -1.40], [4.23, -5.80, -1.99], [3.79, -7.00, -1.40], [2.59, -6.79, -0.50], [2.23, -5.37, -0.48], [-0.70, 3.18, -2.75], [-0.09, 4.37, -2.14], [1.36, 4.78, -2.23], [-0.94, 5.16, -1.43], [0.79, -1.09, 4.06], [1.39, -0.52, 5.79], [-0.53, -0.82, 5.46], [0.55, 1.82, 5.45], [1.06, 1.37, 3.68], [-1.36, 2.53, 3.63], [-2.02, 1.16, 4.75], [-0.49, 0.80, 1.85], [-1.33, -0.63, 2.90], [-3.60, 1.16, 2.61], [-3.34, -0.31, 1.44], [-2.28, 2.83, 0.91], [-3.97, 2.12, 0.36], [-2.71, 1.82, -1.79], [-2.39, 0.10, -0.88], [-0.39, 2.45, -0.13], [-0.12, 0.59, -0.35], [1.18, 2.14, -2.27], [-1.40, 0.45, -3.54], [-0.13, 1.43, -4.54], [0.48, -1.13, -4.47], [1.89, -0.15, -3.61], [-0.55, -1.74, -2.04], [1.08, -0.99, -1.25], [0.72, -3.75, -2.32], [1.71, -2.81, -3.74], [1.95, -7.53, 0.15], [1.44, 5.29, -3.15], [1.46, 5.53, -1.48], [0.03, -2.89, 6.01]],
  "mulliken_charge": [-1.275, -0.549, -0.686, 0.008, -0.607, -0.701, -0.277, -0.160, -0.220, -0.765, -0.703, -0.183, -0.550, 0.148, 0.385, -0.025, -0.061, 0.228, -0.137, -0.225, 0.482, -0.477, -0.335, 0.587, 0.492, 0.354, 0.396, 0.297, 0.335, 0.301, -0.008, 0.072, 0.340, 0.340, 0.247, 0.343, 0.381, 0.115, 0.491, -0.207, 0.417, 0.324, 0.338, 0.457, 0.280, 0.239, 0.193, 0.423, 0.439, 0.370, 0.346, 0.368, 1.615]
}

***

(5)
{
  "formula": "C4H12S2",
  "method": "wB97M-V/def2-TZVPD",
  "smiles": "CCS.CCS",
  "relative_energy_ev": 0.775,
  "homo_lumo_gap_ev": 9.80,
  "homo_ev": -9.03,
  "species": ["C", "C", "S", "H", "H", "H", "H", "H", "H", "C", "C", "S", "H", "H", "H", "H", "H", "H"],
  "xyz": [[0.90, -3.06, -1.76], [0.20, -4.27, -1.08], [-0.42, -3.62, 0.45], [1.56, -2.43, -1.20], [0.13, -2.38, -2.16], [1.52, -3.40, -2.60], [-0.63, -4.45, -1.77], [0.82, -5.14, -0.91], [-1.08, -4.77, 0.87], [-0.02, 2.40, 1.72], [-0.01, 2.95, 0.29], [-0.07, 4.76, 0.01], [0.71, 1.62, 1.91], [-1.02, 2.00, 1.88], [0.21, 3.26, 2.37], [0.98, 2.66, -0.09], [-0.74, 2.59, -0.43], [-1.41, 4.86, -0.01]],
  "mulliken_charge": [-1.167, -0.281, -0.250, 0.350, 0.323, 0.307, 0.252, 0.347, 0.119, -0.852, -0.501, -0.217, 0.294, 0.230, 0.319, 0.233, 0.381, 0.113]
}

***

(6)
{
  "formula": "CH3ClN3S",
  "method": "wB97M-V/def2-TZVPD",
  "relative_energy_ev": 0.571,
  "homo_lumo_gap_ev": [7.36, 6.45],
  "total_charge": 1,
  "s_squared": 2.011,
  "spin_multiplicity": 3,
  "homo_ev": [-12.50, -15.61],
  "species": ["C", "N", "N", "N", "S", "Cl", "H", "H", "H"],
  "xyz": [[0.51, -1.01, -0.11], [-0.71, 1.67, -0.74], [0.03, 0.01, 0.56], [-0.73, 0.99, 0.27], [1.75, -1.88, 0.66], [-1.82, 1.53, 1.63], [0.12, -1.26, -1.00], [-1.38, 2.43, -0.79], [2.23, -2.48, -0.49]],
  "mulliken_charge": [0.033, -0.615, -0.107, 0.514, 0.061, 0.044, 0.476, 0.335, 0.259]
}